Record 1
C15H42N7O4P2 | ωB97M-V/def2-TZVPD

Structure (XYZ):
```
70
Properties=species:S:1:pos:R:3:nbo_charge:R:1
O -0.190 -5.139 1.008 -1.048
H 1.839 -5.367 -3.059 0.183
H -0.402 -2.744 -2.388 0.183
H -1.494 8.933 0.486 0.195
H 0.523 -1.530 1.689 0.195
O 1.259 7.121 -0.905 -0.789
H -1.182 -6.644 -3.159 0.180
C 1.500 -4.795 -2.188 -0.393
C 2.280 3.539 -0.182 -0.416
H -0.130 -0.515 2.995 0.170
H -1.269 5.562 -1.681 0.357
C -1.957 -3.105 0.497 -0.401
C 2.347 0.364 2.018 -0.395
H -0.837 -0.461 1.372 0.208
C -1.990 7.975 0.350 -0.617
H -2.594 -7.193 0.314 0.212
H -0.020 3.716 4.346 0.198
N 1.360 2.402 -0.107 -0.806
N 0.953 2.829 2.705 -0.826
C 0.103 -0.548 1.918 -0.413
H -2.553 -3.874 0.991 0.201
H -0.138 1.494 -1.287 0.187
H -2.819 7.104 -1.416 0.166
H 1.836 4.487 0.140 0.226
P 0.370 2.066 1.279 2.355
H 2.395 0.469 3.111 0.176
H -1.608 -4.920 -3.051 0.219
H -3.051 8.119 0.574 0.173
H 0.523 -2.499 -0.885 0.182
H 2.492 3.697 3.814 0.171
H -3.430 -7.457 -1.208 0.197
C 1.960 3.857 2.867 -0.395
C 1.332 -6.871 -0.963 -0.412
H 0.964 -3.949 -2.590 0.212
C -2.453 -7.255 -0.766 -0.411
C 0.036 2.756 3.829 -0.410
H -2.644 -2.307 0.208 0.195
N -1.916 -5.996 -1.277 -0.775
H 3.029 1.084 1.565 0.220
H 1.074 -7.699 -1.637 0.174
N -0.890 6.355 -1.187 -0.720
H 1.058 -7.166 0.052 0.218
H -2.881 -6.123 -3.089 0.201
O 0.626 6.631 -2.962 -0.798
H 2.623 3.684 -1.207 0.213
O -0.911 2.727 0.951 -1.035
H 2.416 -6.749 -0.975 0.199
C 0.411 6.726 -1.732 0.843
C -0.483 -2.595 -1.311 -0.405
H -1.529 8.299 -1.719 0.177
N 1.017 0.508 1.499 -0.777
H 2.712 -0.631 1.749 0.194
H -0.978 2.515 3.501 0.217
C -1.876 -5.921 -2.712 -0.396
H 1.536 4.868 2.870 0.194
H 2.716 3.820 2.099 0.216
H 0.346 1.992 4.557 0.166
H -0.009 3.241 -1.515 0.205
N -1.291 -3.638 -0.688 -0.798
C 0.566 2.328 -1.331 -0.398
H -1.592 7.241 1.043 0.223
H 2.384 -4.413 -1.660 0.180
P -0.692 -5.243 -0.382 2.363
H -1.244 -2.721 1.227 0.188
H 1.231 2.151 -2.178 0.188
H 3.191 3.340 0.387 0.166
C -1.836 7.453 -1.100 -0.204
H -1.800 -8.115 -0.971 0.170
H -0.986 -1.634 -1.190 0.211
N 0.669 -5.636 -1.354 -0.827
```

Its LUMO energy is 1.92 eV. The HOMO energy is -0.1263 hartree. The spin multiplicity is 1. The charge is -1.


Record 2
C15H43BN13O10P2 | ωB97M-V/def2-TZVPD

Structure (XYZ):
```
84
Properties=species:S:1:pos:R:3:lowdin_charge:R:1
N 2.770 -0.676 -2.760 0.003
H -5.176 -3.498 0.145 0.105
H 0.612 0.184 -0.903 0.111
O -5.782 -6.974 0.328 0.010
H 1.606 0.773 -4.073 0.072
O 3.080 2.166 0.644 -0.042
H 3.951 1.626 -3.153 0.078
N -3.830 -4.496 -1.729 0.170
H 0.278 -5.314 -0.773 0.097
N -6.727 4.156 -0.153 0.125
P -0.970 2.416 0.105 0.857
H 2.268 2.666 3.415 0.061
N 3.424 6.405 1.374 -0.380
H -0.022 -2.407 1.279 0.073
H 1.834 -2.169 1.123 0.051
O 1.398 3.592 1.258 -0.091
N 1.754 0.705 1.761 0.080
P 3.994 4.973 0.857 0.733
H 4.215 4.946 -0.580 -0.022
H 2.232 3.592 -1.499 0.107
H 3.494 -1.079 -2.139 0.054
H -3.816 -3.118 1.150 0.114
N 2.342 -5.060 -2.188 0.152
H -3.866 -6.895 2.862 0.096
N 1.374 1.203 -3.163 0.063
N -4.454 4.000 0.043 0.153
C -5.539 3.866 -0.754 -0.708
H 1.010 6.418 -2.436 0.079
H 0.413 0.988 -2.875 0.061
O 3.238 0.205 3.472 0.055
H -3.543 3.792 -0.365 0.035
O -5.465 3.512 -1.922 0.007
O -2.080 -3.987 -0.389 0.004
N 0.524 -4.367 -0.991 0.163
C 2.995 0.083 2.236 -0.352
H 1.737 5.829 -0.615 0.091
O 1.873 -2.850 -1.987 -0.010
C 0.697 -0.293 1.870 -0.340
O -0.487 0.023 2.200 -0.002
H -6.368 -9.020 1.598 0.105
H 1.021 -2.278 2.788 0.104
N -5.644 -8.466 2.025 0.144
N -4.183 -3.501 0.294 0.160
H -1.438 2.302 1.473 0.032
H 0.420 3.288 -1.910 0.095
H -0.031 5.328 -0.149 0.116
C 0.888 2.728 0.195 -0.385
H 2.121 -0.712 -0.448 0.094
H -4.816 -4.513 -1.917 0.103
H 5.130 -0.451 1.859 0.101
B 2.889 3.470 1.360 -0.983
H 3.149 -4.837 -2.748 0.107
H -5.240 -8.776 2.890 0.093
H -1.325 1.166 -0.528 0.027
O 0.338 5.748 -2.171 -0.126
H -3.994 -5.770 1.549 0.079
H 4.131 3.018 3.210 0.059
C 1.596 -4.019 -1.737 -0.647
C 1.857 1.409 0.450 -0.309
H 3.953 -1.817 1.336 0.084
H 2.134 -6.022 -1.995 0.092
C -3.287 -3.995 -0.596 -0.682
H 4.335 0.937 -1.719 0.073
H -3.196 -4.872 -2.415 0.111
C 2.367 0.669 -2.158 -0.574
H -6.812 4.448 0.803 0.082
H 2.531 6.202 1.855 -0.062
H 1.934 -1.302 -2.789 0.039
C 1.169 3.632 -1.099 -0.125
H 5.265 4.795 1.500 -0.020
H 2.844 4.418 3.432 0.054
C 1.746 0.342 -0.725 -0.020
H 4.173 -0.284 0.315 0.071
O -1.819 3.517 -0.558 -0.480
N 3.596 1.491 -2.198 0.069
C 0.898 -1.895 1.705 -0.003
C 4.105 -0.683 1.394 -0.005
H -7.558 4.069 -0.713 0.093
N -4.296 -6.621 1.998 0.159
H -0.054 -3.621 -0.640 0.059
C 0.827 5.203 -0.888 -0.205
C 3.065 3.380 3.016 -0.079
H -4.501 4.289 1.003 0.091
C -5.273 -7.330 1.382 -0.701
```

Its LUMO energy is 1.48 eV. The HOMO energy is -0.1618 hartree. The spin multiplicity is 1. The charge is -1.